{"formula": "C4H11NO", "method": "wB97M-V/def2-TZVPD", "multiplicity": 1, "smiles": "CNC[C@H](C)O", "fmax_ev_per_a": 1.64, "relative_energy_ev": 1.114, "symbols": ["H", "H", "C", "H", "H", "H", "N", "H", "C", "H", "H", "H", "H", "H", "O", "C", "C"], "positions_angstrom": [[-0.45144, 1.34564, 1.25979], [2.41669, -0.03961, -0.79276], [-0.69993, -0.40977, 0.49983], [0.28523, -0.69349, -1.37345], [2.78385, 1.58508, -0.15669], [0.07964, -0.88695, 1.09792], [0.75822, 1.22379, -0.50120], [-2.69611, -0.97660, 0.83932], [2.10168, 0.74110, -0.09268], [0.92735, 1.78549, -1.32566], [-1.51782, -2.33450, 0.79067], [-2.05607, -1.68064, -0.70880], [-0.96855, 0.55881, -1.36776], [2.12611, 0.39578, 0.93949], [-1.11433, 0.64517, 1.37375], [-0.13118, 0.14690, -0.79969], [-1.84335, -1.40619, 0.31791]], "forces_ev_per_angstrom": [[-0.17, -0.04, -0.10], [0.31, -0.15, 0.28], [0.25, 0.12, 0.74], [0.25, 0.10, -0.07], [0.16, -0.02, -0.01], [0.40, -0.42, -0.50], [1.62, 0.23, 0.11], [-0.23, -0.30, -0.19], [-0.51, 0.48, -0.37], [-0.33, 0.08, 0.02], [-0.46, -0.03, 0.18], [-0.19, 0.38, -0.29], [-0.07, -0.07, -0.08], [-0.15, -0.21, -0.08], [-0.38, 0.22, -0.41], [-1.25, -0.29, 0.23], [0.74, -0.08, 0.53]]}



{"formula": "C3H5IN4", "method": "wB97M-V/def2-TZVPD", "multiplicity": 1, "fmax_ev_per_a": 5.80, "relative_energy_ev": 2.366, "symbols": ["H", "C", "H", "H", "C", "H", "I", "N", "N", "N", "H", "C", "N"], "positions_angstrom": [[-2.23534, -0.37385, 1.52759], [-0.71638, 0.48415, 0.45847], [-1.70754, -1.29609, 0.09339], [2.23865, 0.08139, -1.83342], [1.69927, -0.62805, -1.11441], [-0.80550, -1.30551, 1.75144], [2.86627, -1.47279, 0.42830], [0.33117, 0.55306, -0.31407], [-1.25229, 1.70132, 0.43388], [-0.48091, 2.49181, -0.24137], [0.88686, -1.34244, -1.46386], [-1.36426, -0.69987, 0.99431], [0.53999, 1.80686, -0.72023]], "forces_ev_per_angstrom": [[-0.62, 0.21, 0.09], [-0.79, 0.73, -0.26], [0.38, 0.15, 1.31], [-1.15, -1.08, 1.24], [-3.24, 1.44, 1.13], [-0.03, 0.40, -1.05], [-0.35, 0.39, -0.60], [5.06, -1.48, -2.41], [-1.39, -0.51, 1.76], [1.77, 0.07, -1.19], [1.68, 0.94, 0.00], [-0.40, -1.70, -0.13], [-0.92, 0.45, 0.11]]}



What did the second record say?
{"formula": "C3H5IN4", "method": "wB97M-V/def2-TZVPD", "multiplicity": 1, "fmax_ev_per_a": 5.80, "relative_energy_ev": 2.366, "symbols": ["H", "C", "H", "H", "C", "H", "I", "N", "N", "N", "H", "C", "N"], "positions_angstrom": [[-2.23534, -0.37385, 1.52759], [-0.71638, 0.48415, 0.45847], [-1.70754, -1.29609, 0.09339], [2.23865, 0.08139, -1.83342], [1.69927, -0.62805, -1.11441], [-0.80550, -1.30551, 1.75144], [2.86627, -1.47279, 0.42830], [0.33117, 0.55306, -0.31407], [-1.25229, 1.70132, 0.43388], [-0.48091, 2.49181, -0.24137], [0.88686, -1.34244, -1.46386], [-1.36426, -0.69987, 0.99431], [0.53999, 1.80686, -0.72023]], "forces_ev_per_angstrom": [[-0.62, 0.21, 0.09], [-0.79, 0.73, -0.26], [0.38, 0.15, 1.31], [-1.15, -1.08, 1.24], [-3.24, 1.44, 1.13], [-0.03, 0.40, -1.05], [-0.35, 0.39, -0.60], [5.06, -1.48, -2.41], [-1.39, -0.51, 1.76], [1.77, 0.07, -1.19], [1.68, 0.94, 0.00], [-0.40, -1.70, -0.13], [-0.92, 0.45, 0.11]]}